[1]
{
  "formula": "C27H49F2N6O31S7",
  "method": "ωB97M-V/def2-TZVPD",
  "molar_mass_g_mol": 1216.16,
  "homo_energy_ev": -11.74,
  "gap_ev": 6.80,
  "energy_ev": -182461.4683,
  "lumo_energy_ev": -4.9,
  "charge": 1,
  "elements": ["C", "C", "C", "C", "C", "N", "N", "C", "N", "C", "C", "F", "N", "C", "C", "C", "N", "O", "C", "O", "N", "C", "O", "F", "H", "H", "H", "H", "H", "H", "H", "H", "H", "H", "H", "H", "H", "H", "H", "H", "H", "H", "H", "H", "H", "C", "C", "O", "S", "O", "O", "O", "H", "H", "H", "H", "C", "C", "O", "S", "O", "O", "O", "H", "H", "H", "H", "C", "C", "O", "S", "O", "O", "O", "H", "H", "H", "H", "C", "C", "O", "S", "O", "O", "O", "H", "H", "H", "H", "C", "C", "O", "S", "O", "O", "O", "H", "H", "H", "H", "C", "C", "O", "S", "O", "O", "O", "H", "H", "H", "H", "C", "C", "O", "S", "O", "O", "O", "H", "H", "H", "H"],
  "coordinates": [[4.4204, -2.4889, 1.6047], [5.0809, -1.6366, 0.6689], [5.5027, -0.5350, -0.4801], [4.2457, 0.2827, -1.1417], [2.8540, -0.5715, -1.2833], [1.6759, 0.2150, -1.7813], [0.7047, -0.5846, -2.3836], [1.0484, 1.0980, -0.6817], [1.2196, 2.4683, -0.9191], [0.6245, 3.5319, -0.0355], [-0.9944, 3.8270, -0.3378], [-1.1641, 5.1892, -0.9452], [0.2621, 0.5185, 0.4283], [0.7222, 0.7153, 1.8186], [2.3177, 0.7190, 2.1302], [3.0011, 2.2077, 2.3229], [3.1635, 2.7611, 3.7545], [3.4793, 2.9851, 1.3483], [-1.2285, 0.4909, 0.2304], [-1.9866, 1.1307, 1.1492], [-1.9864, -0.1958, -0.8953], [-2.0489, -1.6837, -0.5088], [-2.3075, -2.6113, -1.4514], [-1.8443, -1.9892, 0.9437], [3.6628, -3.1143, 2.2827], [6.1721, 0.2763, 0.0796], [6.1226, -0.9924, -1.3613], [4.5398, 0.6582, -2.2351], [4.0144, 1.2490, -0.5242], [3.0684, -1.4202, -2.0953], [2.5184, -1.1421, -0.3147], [0.5151, -1.4308, -1.8011], [1.1223, -0.8646, -3.3115], [1.7715, 2.7989, -1.7674], [1.1601, 4.5566, -0.3361], [0.8062, 3.4105, 1.1108], [-1.6596, 3.7269, 0.6201], [-1.2788, 3.0535, -1.1963], [0.2702, 1.6951, 2.3308], [0.2618, -0.1758, 2.4699], [2.9989, 0.1279, 1.3901], [2.4537, 0.1789, 3.1875], [3.8600, 2.0815, 4.1867], [3.7407, 3.6500, 3.6548], [-2.9945, 0.1324, -0.8167], [9.0810, 1.5394, -4.3149], [9.0533, 1.3405, -2.8018], [7.8318, 0.6542, -2.5379], [7.4829, -0.3125, -3.8045], [7.9368, -1.6491, -3.4905], [6.1385, -0.0209, -4.2449], [8.5310, 0.3442, -4.8665], [8.4432, 2.3774, -4.6140], [10.0944, 1.7020, -4.6914], [9.0896, 2.2867, -2.2566], [9.8785, 0.6997, -2.4734], [7.0767, -5.1831, -5.0762], [8.4420, -5.0529, -4.4062], [8.7930, -6.3780, -4.0140], [8.1648, -7.4325, -5.0882], [9.1980, -7.7767, -6.0396], [7.4003, -8.4213, -4.3642], [7.1285, -6.4036, -5.8130], [6.2788, -5.2684, -4.3316], [6.8626, -4.3438, -5.7433], [8.4190, -4.3877, -3.5398], [9.1973, -4.6996, -5.1161], [-6.7781, -0.1608, 0.7642], [-6.6677, 1.3588, 0.6713], [-5.8332, 1.6039, -0.4585], [-6.0738, 0.4256, -1.5604], [-7.0148, 0.9131, -2.5442], [-4.7921, -0.1412, -1.9103], [-6.8550, -0.6205, -0.5841], [-5.8824, -0.5938, 1.2212], [-7.6612, -0.4769, 1.3258], [-6.2363, 1.8009, 1.5725], [-7.6443, 1.8136, 0.4748], [-1.3210, 5.5420, 3.5753], [-0.9794, 7.0176, 3.3867], [0.1712, 7.2411, 4.1984], [1.0650, 5.8773, 4.2375], [2.1203, 6.0012, 3.2566], [1.3105, 5.5312, 5.6182], [-0.0665, 4.8659, 3.6420], [-1.8474, 5.3770, 4.5210], [-1.9227, 5.1489, 2.7515], [-1.7976, 7.6763, 3.6877], [-0.7059, 7.2291, 2.3476], [-9.5473, -3.8344, -0.6261], [-8.9224, -4.3940, 0.6490], [-9.0617, -3.3581, 1.6186], [-10.4290, -2.5240, 1.3101], [-11.4738, -3.0372, 2.1681], [-10.0987, -1.1204, 1.2253], [-10.6856, -3.0890, -0.1974], [-8.8614, -3.1476, -1.1326], [-9.8478, -4.6243, -1.3196], [-7.8707, -4.6589, 0.5160], [-9.4751, -5.2688, 1.0077], [-7.5336, 3.9667, 3.8757], [-7.1921, 5.4423, 3.6871], [-6.0414, 5.6658, 4.4988], [-5.1476, 4.3020, 4.5378], [-4.0923, 4.4259, 3.5569], [-4.9021, 3.9560, 5.9186], [-6.2791, 3.2906, 3.9424], [-8.0601, 3.8018, 4.8213], [-8.1353, 3.5736, 3.0518], [-8.0102, 6.1010, 3.9881], [-6.9185, 5.6538, 2.6479], [-0.6336, -6.2738, -0.6648], [-0.2921, -4.7982, -0.8535], [0.8586, -4.5747, -0.0418], [1.7524, -5.9385, -0.0027], [2.8077, -5.8146, -0.9836], [1.9979, -6.2846, 1.3780], [0.6209, -6.9499, -0.5982], [-1.1601, -6.4388, 0.2808], [-1.2353, -6.6669, -1.4887], [-1.1102, -4.1395, -0.5524], [-0.0185, -4.5867, -1.8926]],
  "forces_ev_per_angstrom": [[3.7, 6.3, -6.9], [-5.6, -5.3, 5.7], [0.2, 0.2, 0.9], [-1.0, 0.6, -0.2], [1.4, -1.6, 0.1], [0.6, 2.1, 2.3], [-0.3, -1.0, -0.5], [0.8, 2.0, -2.8], [-1.1, -3.9, 1.7], [-0.6, 3.1, 0.4], [0.5, -0.4, -1.4], [0.6, -3.1, 1.6], [-0.9, 0.7, -2.8], [-0.4, 0.6, 3.6], [1.0, 0.2, 0.9], [2.6, 4.1, -2.0], [1.8, -1.7, -3.0], [-3.3, -4.7, 4.6], [-4.4, 3.7, 4.9], [4.9, -3.8, -5.5], [1.5, -2.1, 3.9], [-1.5, -4.0, -5.0], [1.9, 6.7, 7.7], [-0.4, 0.9, -4.6], [2.5, 1.6, -1.8], [-1.3, -1.9, -1.3], [-1.2, 0.4, 2.1], [-0.5, -1.0, 2.4], [0.5, -1.8, -0.9], [-0.7, 1.9, 1.7], [1.0, 0.9, -1.5], [0.4, 0.5, -0.8], [-0.9, 0.3, 1.4], [-0.8, -1.1, 1.4], [-1.1, -2.4, 0.7], [-0.2, -0.2, -2.4], [1.3, 0.4, -2.0], [0.1, 1.8, 1.9], [0.8, -2.1, -1.3], [0.9, 1.9, -1.7], [-1.4, 1.1, 1.2], [-0.4, 1.2, -2.4], [-1.4, 0.8, -0.2], [-1.2, -1.2, -0.1], [1.2, -0.3, -0.3], [0.0, 0.8, 0.3], [0.9, 0.0, -0.2], [-0.7, -0.4, -0.9], [0.4, 0.0, -0.3], [-0.9, 1.5, -0.5], [1.4, -0.6, 0.8], [-0.6, -0.8, 0.9], [0.1, 0.0, 0.0], [-0.2, -0.3, 0.0], [-0.3, -0.2, 0.0], [0.0, 0.1, 0.0], [-0.2, 0.4, 0.5], [0.1, 0.5, -0.5], [-0.8, -0.7, -0.4], [0.3, -0.6, -0.1], [-1.5, 0.2, 1.2], [1.2, 1.2, -1.0], [0.9, -0.4, 0.3], [0.1, 0.1, 0.0], [0.1, -0.3, -0.1], [0.0, -0.3, 0.0], [-0.1, 0.1, 0.0], [0.3, 0.2, 0.8], [-0.8, -0.1, 0.4], [0.5, -1.0, -0.8], [-1.3, 0.5, -0.2], [1.7, -1.0, 1.2], [-1.0, 0.7, 0.2], [0.4, 0.8, -0.9], [-0.1, 0.1, 0.0], [0.0, 0.0, -0.4], [0.2, 0.0, -0.3], [0.0, -0.1, 0.1], [-0.7, 0.4, 0.3], [-0.3, -0.2, -0.7], [0.5, -1.1, 0.4], [0.3, 0.2, 0.6], [-1.1, -0.5, 1.2], [0.0, 0.5, -2.0], [1.0, 0.6, -0.1], [0.0, 0.0, -0.2], [0.3, 0.0, 0.2], [0.3, -0.1, 0.2], [-0.1, 0.0, 0.0], [0.7, -0.1, -0.2], [-0.3, -0.7, -0.3], [-0.5, 1.0, -0.3], [-0.7, -0.3, 0.3], [1.4, 1.1, -1.2], [-0.3, -1.5, 0.4], [0.1, 0.2, 1.2], [0.0, -0.1, 0.0], [-0.2, 0.2, 0.2], [-0.1, 0.3, 0.2], [0.1, 0.0, -0.1], [-0.7, 0.4, 0.3], [-0.3, -0.2, -0.7], [0.6, -1.1, 0.4], [-0.1, 0.1, 0.6], [-1.1, -0.4, 1.2], [0.0, 0.6, -2.1], [1.0, 0.7, -0.1], [0.0, 0.0, -0.1], [0.3, 0.0, 0.1], [0.3, -0.1, 0.2], [-0.1, 0.0, 0.1], [-0.6, 0.3, 0.2], [-0.4, -0.2, -0.5], [0.4, -0.8, 0.5], [0.6, -0.4, 0.0], [-1.3, -0.2, 1.5], [-0.1, 0.7, -1.8], [0.8, 0.8, 0.1], [0.0, 0.1, -0.1], [0.3, 0.0, 0.1], [0.4, -0.3, 0.1], [-0.1, 0.0, 0.0]]
}

[2]
{
  "formula": "C27H49N7P2Tb",
  "method": "ωB97M-V/def2-TZVPD",
  "molar_mass_g_mol": 692.61,
  "homo_energy_ev": [-16.34, -16.34],
  "multiplicity": 7,
  "gap_ev": [7.99, 8.33],
  "energy_ev": -80216.5651,
  "de_lowest_kcal_mol": 9.9,
  "lumo_energy_ev": [-8.3, -8.0],
  "charge": 3,
  "elements": ["Tb", "C", "C", "N", "C", "C", "N", "C", "C", "C", "N", "C", "C", "N", "C", "H", "H", "H", "H", "H", "H", "H", "H", "H", "H", "H", "H", "H", "H", "H", "H", "H", "H", "H", "H", "H", "H", "H", "H", "C", "P", "C", "C", "C", "P", "C", "C", "H", "H", "H", "H", "H", "H", "H", "H", "H", "H", "H", "H", "H", "H", "H", "H", "C", "C", "N", "C", "C", "C", "C", "C", "C", "C", "C", "N", "C", "N", "H", "H", "H", "H", "H", "H", "H", "H", "H"],
  "coordinates": [[-0.3165, -0.7044, 0.0650], [-2.4970, -3.5084, -1.3345], [-3.3861, -2.5801, -0.5206], [-2.7002, -1.6160, 0.4046], [-2.7082, -2.1088, 1.8085], [-1.6414, -3.1547, 2.0345], [-0.2928, -2.5675, 1.8260], [0.7554, -3.6192, 1.6460], [1.1569, -3.8376, 0.1907], [2.2790, -2.9330, -0.3300], [1.8504, -1.6170, -0.9037], [1.7361, -1.6659, -2.3875], [0.5618, -2.5069, -2.8243], [-0.7056, -1.9593, -2.2771], [-1.8455, -2.8895, -2.5588], [-3.1445, -4.3104, -1.6967], [-1.7484, -4.0012, -0.7109], [-4.0846, -3.1754, 0.0713], [-3.9991, -1.9960, -1.2095], [-3.2947, -0.7881, 0.4099], [-3.6808, -2.5375, 2.0636], [-2.5419, -1.2535, 2.4689], [-1.7691, -3.9895, 1.3469], [-1.7333, -3.5626, 3.0440], [-0.0694, -2.0844, 2.6947], [0.3879, -4.5537, 2.0732], [1.6312, -3.3352, 2.2274], [0.2705, -3.7584, -0.4441], [1.4988, -4.8688, 0.0901], [2.8517, -3.4655, -1.0924], [2.9695, -2.7265, 0.4871], [2.6138, -0.9703, -0.7182], [2.6534, -2.0623, -2.8306], [1.6127, -0.6394, -2.7499], [0.6731, -3.5379, -2.4889], [0.5306, -2.5354, -3.9164], [-0.8911, -1.1236, -2.8288], [-1.4847, -3.6913, -3.2048], [-2.6013, -2.3549, -3.1386], [3.2085, -1.1480, 2.8878], [1.9579, -0.0758, 2.0907], [2.9985, 1.3235, 1.5375], [1.1119, 0.6190, 3.5703], [0.3029, 1.8657, 3.2263], [-0.9798, 1.6089, 1.9296], [-2.5135, 1.4606, 2.9133], [-1.1267, 3.2891, 1.2374], [3.8013, -0.5294, 3.5639], [3.8846, -1.5902, 2.1572], [2.7494, -1.9443, 3.4729], [3.5260, 1.7617, 2.3869], [2.4152, 2.1032, 1.0437], [3.7472, 0.9706, 0.8257], [1.8726, 0.8585, 4.3178], [0.4747, -0.1531, 4.0147], [0.9671, 2.6552, 2.8684], [-0.1965, 2.2593, 4.1144], [-2.6559, 2.3831, 3.4781], [-2.4477, 0.6339, 3.6211], [-3.3841, 1.3110, 2.2737], [-1.3163, 3.9863, 2.0554], [-1.9481, 3.3491, 0.5243], [-0.2046, 3.5797, 0.7324], [-3.1757, 1.7039, -2.8991], [-2.5431, 0.7521, -2.1259], [-1.3558, 0.9825, -1.5350], [-0.7700, 2.1663, -1.7245], [-1.3078, 3.1836, -2.5004], [-2.5531, 2.9330, -3.0786], [-0.6648, 4.4857, -2.7232], [0.5473, 4.9447, -2.4040], [1.7094, 4.2726, -1.7880], [2.7215, 5.0408, -1.2289], [3.8076, 4.3716, -0.6856], [3.9142, 3.0445, -0.7312], [2.9209, 2.4080, -1.3298], [1.8089, 2.9333, -1.8325], [-4.1290, 1.4872, -3.3601], [-2.9859, -0.2236, -1.9778], [0.2118, 2.2997, -1.2921], [-3.0271, 3.6963, -3.6836], [-1.3134, 5.1942, -3.2276], [0.7370, 5.9792, -2.6672], [2.6674, 6.1201, -1.2193], [4.6175, 4.9092, -0.2077], [3.0212, 1.3278, -1.4079]],
  "forces_ev_per_angstrom": [[0.1, -0.5, -0.5], [0.0, 0.0, 0.0], [0.0, 0.0, 0.0], [0.1, 0.1, 0.1], [0.0, -0.1, 0.0], [0.0, 0.0, 0.0], [0.0, 0.1, -0.1], [0.0, 0.0, 0.0], [0.0, 0.1, 0.0], [0.0, 0.0, 0.0], [-0.2, 0.0, 0.0], [0.0, 0.0, 0.0], [0.0, 0.0, 0.0], [0.0, 0.1, 0.1], [0.0, 0.0, 0.0], [0.0, 0.0, 0.0], [0.0, 0.0, 0.0], [0.0, 0.0, 0.0], [0.0, 0.0, 0.0], [0.1, 0.0, 0.0], [0.0, 0.1, 0.0], [0.0, 0.0, 0.0], [0.0, 0.0, 0.0], [0.0, 0.0, 0.0], [0.0, 0.0, -0.1], [0.0, 0.0, 0.0], [0.0, 0.0, 0.0], [0.0, -0.1, 0.0], [0.0, 0.0, 0.0], [0.0, 0.0, 0.0], [0.0, 0.0, 0.0], [-0.1, 0.0, 0.1], [0.0, 0.0, 0.0], [0.0, 0.0, 0.0], [0.0, 0.0, 0.0], [0.0, 0.0, 0.0], [0.0, 0.0, 0.1], [0.0, 0.0, 0.0], [0.0, 0.0, 0.0], [0.0, 0.0, -0.1], [0.0, 0.3, 0.1], [-0.1, -0.2, 0.2], [0.0, 0.0, 0.0], [0.0, 0.0, 0.0], [0.0, 0.1, 0.1], [0.0, 0.0, 0.0], [-0.1, 0.0, 0.0], [0.0, 0.0, 0.0], [0.0, 0.0, 0.0], [0.0, 0.0, 0.0], [0.0, 0.0, 0.0], [0.0, -0.2, 0.2], [0.0, 0.0, 0.1], [0.0, 0.0, 0.0], [0.0, 0.0, 0.0], [0.0, 0.0, 0.0], [0.0, 0.0, 0.0], [0.0, 0.0, 0.0], [0.0, 0.0, 0.0], [0.0, 0.0, 0.0], [0.0, 0.0, 0.0], [0.0, 0.0, 0.0], [0.0, 0.0, 0.0], [0.1, -0.1, 0.1], [-0.1, 0.2, -0.2], [-0.2, -0.5, 0.4], [0.0, -0.3, 0.3], [-0.2, 0.0, -0.2], [0.0, 0.0, 0.0], [-0.2, 0.0, 0.0], [0.2, 0.0, 0.0], [-0.2, 0.1, -0.2], [0.1, 0.0, 0.0], [0.0, 0.0, 0.0], [0.1, 0.0, -0.2], [-0.1, 0.4, -0.2], [1.2, 0.1, -0.1], [0.0, 0.0, 0.0], [0.0, 0.0, 0.0], [-0.5, -0.1, 0.1], [0.0, 0.0, 0.0], [0.0, 0.0, 0.0], [0.0, 0.0, 0.1], [0.0, 0.0, 0.0], [0.0, 0.0, 0.0], [0.0, 0.0, 0.0]]
}